5 unconnected molecules or ions with the total composition C28H59FN2O13P at a distorted geometry. Source: the OMol25 dataset; level of theory: the ωB97M-V functional and the def2-TZVPD basis.

Atoms and positions in Å:
C: 3.374 -0.442 3.948
C: 2.035 0.170 3.516
C: 1.580 -0.287 2.131
F: 0.158 -0.493 2.182
P: 2.147 0.893 0.705
C: 2.987 2.008 -0.615
C: 3.762 3.135 0.048
C: 5.079 3.571 -0.541
O: 5.722 4.561 -0.192
O: 5.542 2.785 -1.551
O: 2.071 -0.447 -0.407
C: 0.837 -0.687 -1.042
C: 0.200 -2.014 -0.578
N: 0.202 -3.009 -1.681
C: 0.021 0.629 -0.863
C: -1.480 0.430 -0.668
C: -2.399 1.666 -0.814
O: -3.471 1.623 0.155
C: -1.770 3.055 -0.660
N: -1.349 3.453 0.684
O: 0.569 1.351 0.208
H: 3.236 -1.486 4.258
H: 4.089 -0.429 3.122
H: 3.811 0.107 4.789
H: 1.260 -0.137 4.231
H: 2.090 1.265 3.556
H: 1.989 -1.288 1.933
H: 2.144 1.994 1.643
H: 3.502 0.512 1.139
H: 3.649 1.372 -1.206
H: 2.225 2.398 -1.297
H: 3.975 2.886 1.102
H: 3.172 4.062 0.079
H: 6.416 3.155 -1.749
H: 1.037 -0.819 -2.114
H: -0.825 -1.901 -0.231
H: 0.787 -2.351 0.289
H: -0.444 -3.757 -1.446
H: 1.112 -3.456 -1.718
H: 0.165 1.209 -1.792
H: -1.651 -0.021 0.313
H: -1.794 -0.307 -1.423
H: -2.867 1.629 -1.809
H: -3.714 0.695 0.285
H: -0.933 3.171 -1.357
H: -2.553 3.755 -0.982
H: -2.161 3.778 1.190
H: -0.966 2.662 1.187
O: -0.432 3.217 -4.228
C: 0.585 3.837 -4.367
O: 1.440 3.924 -3.334
C: 2.740 4.514 -3.457
C: 2.704 6.014 -3.257
C: 0.891 4.573 -5.656
H: 3.195 4.231 -4.407
H: 3.321 4.034 -2.671
H: 2.104 6.510 -4.022
H: 3.715 6.421 -3.294
H: 2.271 6.245 -2.284
H: 0.438 5.563 -5.596
H: 0.420 4.028 -6.468
H: 1.950 4.689 -5.871
O: 2.058 -4.345 -3.953
C: 3.132 -3.821 -3.837
O: 3.722 -3.837 -2.628
C: 5.067 -3.383 -2.414
C: 5.143 -1.888 -2.217
C: 3.806 -3.096 -4.977
H: 5.715 -3.728 -3.223
H: 5.378 -3.903 -1.510
H: 4.825 -1.348 -3.111
H: 6.168 -1.589 -1.986
H: 4.491 -1.582 -1.401
H: 3.443 -2.069 -4.975
H: 3.498 -3.572 -5.904
H: 4.891 -3.083 -4.922
O: -4.260 -0.906 1.426
C: -3.927 -0.772 2.578
O: -4.269 0.375 3.185
C: -3.989 0.633 4.563
C: -2.601 1.202 4.753
C: -3.122 -1.813 3.303
H: -4.150 -0.264 5.163
H: -4.745 1.360 4.856
H: -1.834 0.495 4.444
H: -2.439 1.454 5.802
H: -2.482 2.103 4.151
H: -2.063 -1.618 3.124
H: -3.364 -2.784 2.884
H: -3.303 -1.858 4.373
O: -4.726 -4.380 4.529
C: -5.662 -4.382 3.779
O: -6.083 -5.571 3.294
C: -7.256 -5.695 2.485
C: -6.972 -5.438 1.020
C: -6.316 -3.107 3.300
H: -8.052 -5.054 2.864
H: -7.574 -6.725 2.637
H: -6.640 -4.415 0.846
H: -7.872 -5.611 0.428
H: -6.189 -6.109 0.668
H: -5.773 -2.748 2.424
H: -6.219 -2.366 4.089
H: -7.366 -3.208 3.038

Results
- total charge = -1
- gap between HOMO and LUMO (eV) = 6.786
- strongest force on any atom (hartree/bohr) = 0.0322
- HOMO (eV) = -4.5681